Formula: C5H9N
Source: OMol25
Level of theory: ωB97M-V/def2-TZVPD

Geometry as XYZ:
```
15
Properties=species:S:1:pos:R:3:forces:R:3
C -0.161550 -1.589142 -2.272371 0.2 -0.1 0.2
C 0.241047 -0.541396 -1.561923 -0.1 0.2 -0.2
C 0.354493 -0.545235 -0.102113 0.3 0.6 -0.6
C 0.090134 0.511259 0.688503 -0.8 -0.7 -0.9
C 0.202688 0.430843 2.177071 0.2 0.1 0.1
N -0.530265 1.644329 0.193068 0.7 -0.2 2.3
H -0.147345 -1.577180 -3.352065 -0.1 -0.1 0.0
H -0.442067 -2.494711 -1.748993 -0.1 -0.2 -0.2
H 0.554375 0.330139 -2.134768 -0.1 0.2 0.2
H 0.684863 -1.485823 0.270217 0.3 -0.4 0.8
H -0.701899 0.016147 2.608823 -0.2 -0.1 0.1
H 1.040533 -0.205996 2.444242 0.0 -0.1 0.1
H 0.360933 1.406965 2.636107 0.1 0.1 -0.1
H -0.884065 2.250795 0.907506 -0.1 0.4 -0.4
H -0.661868 1.849011 -0.753299 -0.3 0.1 -1.2
```
Forces are in eV/Å.

Summary:
Orbital gap, Ha: 0.3151
Energy relative to the best compared isomer or geometry (same formula, charge and spin), kJ/mol: 103.5
DFT total energy, a.u.: -250.6275
LUMO level, hartree: 0.0391
2S+1: 1

Formula: C5H9N
Source: OMol25
Level of theory: ωB97M-V/def2-TZVPD

Geometry as XYZ:
```
15
Properties=species:S:1:pos:R:3:forces:R:3
C 0.020756 -2.226173 -1.918632 0.2 0.0 -0.4
C 0.775463 -1.145473 -2.007333 0.0 0.5 0.6
N 1.285653 -0.083862 -1.645050 -0.8 -0.3 1.0
C 0.514749 -0.090571 -0.111660 0.0 -0.1 0.0
C 0.439287 0.779444 1.174287 0.3 0.2 -0.2
C -0.777950 1.709215 1.276820 0.1 0.1 -0.1
H -1.023240 -2.192257 -2.213626 0.2 0.0 -0.2
H 0.404301 -3.142482 -1.479611 0.1 0.1 -0.3
H -0.482131 -0.133625 -0.526102 -0.3 -0.4 0.5
H 0.951801 -1.035051 0.173335 -0.5 -0.2 0.3
H 0.340630 0.044945 1.999509 0.2 0.1 -0.5
H 1.365881 1.310277 1.390637 0.1 0.1 -0.1
H -1.725928 1.153022 1.235512 0.3 0.0 -0.1
H -0.780392 2.255117 2.229499 0.1 -0.1 -0.2
H -0.781458 2.443625 0.469041 0.0 0.0 0.0
```
Forces are in eV/Å.

Summary:
Orbital gap, Ha: 0.3653
Energy relative to the best compared isomer or geometry (same formula, charge and spin), kJ/mol: 326.8
DFT total energy, a.u.: -250.5425
LUMO level, hartree: 0.0312
2S+1: 1

Formula: C5H9N
Source: OMol25
Level of theory: ωB97M-V/def2-TZVPD

Geometry as XYZ:
```
15
Properties=species:S:1:pos:R:3:forces:R:3
C -0.430617 -2.558520 0.600234 0.1 0.5 -0.7
C -0.512290 -1.271777 0.922915 -0.9 1.1 -0.4
C -0.128693 -0.138630 0.047305 0.2 0.5 -1.4
N 0.073381 -0.382234 -1.326573 -0.1 -1.5 1.2
C 0.096661 1.079049 0.546130 0.4 0.1 1.2
C 0.674880 2.245001 -0.195955 -0.5 -0.2 -0.2
H -0.214103 -2.759209 -0.448235 0.6 -0.5 0.4
H -0.567887 -3.395064 1.262193 -0.5 0.0 0.1
H -1.067385 -0.834808 1.753793 0.7 -0.7 0.7
H 0.142817 0.347678 -2.006242 -0.2 0.2 0.1
H -0.434250 -1.214345 -1.580479 0.1 0.3 -0.7
H -0.077398 1.231678 1.611905 0.0 -0.1 -0.2
H 1.356742 2.855346 0.390720 -0.2 0.0 0.3
H -0.171511 2.855827 -0.517360 0.2 0.4 -0.2
H 1.259650 1.940005 -1.060349 -0.1 -0.1 -0.2
```
Forces are in eV/Å.

Summary:
Orbital gap, Ha: 0.3278
Energy relative to the best compared isomer or geometry (same formula, charge and spin), kJ/mol: 129.3
DFT total energy, a.u.: -250.6177
LUMO level, hartree: 0.0399
2S+1: 1

Formula: C5H9N
Source: OMol25
Level of theory: ωB97M-V/def2-TZVPD

Geometry as XYZ:
```
15
Properties=species:S:1:pos:R:3:forces:R:3
C 0.649623 -1.694060 0.485745 1.7 1.9 0.0
C 1.508969 -0.953395 -0.553528 -0.7 0.1 -0.3
C 0.484969 -0.179536 0.249869 1.2 -1.7 0.1
N -0.672126 0.213224 -0.493990 -0.1 0.1 1.1
C -0.789407 1.654628 -0.532536 -0.5 -0.5 0.1
C -1.661236 0.852743 0.393612 0.7 0.6 -0.3
H 1.162067 -1.993312 1.391529 0.0 0.1 0.0
H -0.049411 -2.398356 0.134908 -0.9 -0.4 -0.4
H 1.162275 -1.058236 -1.592564 0.4 -0.1 0.5
H 2.584862 -0.785945 -0.432829 -0.5 -0.2 0.2
H 0.904351 0.496882 1.023282 -0.6 -0.3 -0.3
H 0.065764 2.207965 -0.206940 0.2 0.3 0.6
H -1.208103 2.028213 -1.428159 -0.5 0.4 -0.8
H -2.677669 0.679093 0.089699 -0.3 0.1 0.1
H -1.464927 0.930093 1.471902 0.0 -0.3 -0.5
```
Forces are in eV/Å.

Summary:
Orbital gap, Ha: 0.3929
Energy relative to the best compared isomer or geometry (same formula, charge and spin), kJ/mol: 228.9
DFT total energy, a.u.: -250.5797
LUMO level, hartree: 0.0489
2S+1: 1

Formula: C5H9N
Source: OMol25
Level of theory: ωB97M-V/def2-TZVPD

Geometry as XYZ:
```
15
Properties=species:S:1:pos:R:3:forces:R:3
C 0.639566 0.608280 -1.675310 0.0 0.0 -0.3
C 1.160048 1.372414 -0.488325 0.1 0.2 0.1
C 0.519441 0.027404 -0.297143 0.0 0.3 -0.1
N -0.784610 0.012007 0.297609 0.1 0.1 -0.1
C -0.871086 -0.445246 1.674563 0.0 0.1 0.2
C -1.268185 -1.325769 0.544924 -0.4 -0.1 0.0
H -0.261798 0.976196 -2.158242 0.1 -0.1 0.2
H 1.366871 0.173449 -2.353220 -0.1 0.0 0.1
H 2.231269 1.495337 -0.367361 -0.1 -0.2 0.0
H 0.586170 2.249312 -0.192591 0.0 -0.3 0.1
H 1.100736 -0.871295 -0.068456 0.3 0.4 0.0
H 0.028561 -0.743535 2.214183 0.0 0.2 -0.2
H -1.589532 0.107863 2.276471 0.0 -0.3 -0.1
H -2.303618 -1.529011 0.293510 0.1 0.0 0.1
H -0.553833 -2.107407 0.299389 -0.2 -0.2 0.1
```
Forces are in eV/Å.

Summary:
Orbital gap, Ha: 0.3902
Energy relative to the best compared isomer or geometry (same formula, charge and spin), kJ/mol: 212.5
DFT total energy, a.u.: -250.5860
LUMO level, hartree: 0.0488
2S+1: 1

Formula: C5H9N
Source: OMol25
Level of theory: ωB97M-V/def2-TZVPD

Geometry as XYZ:
```
15
Properties=species:S:1:pos:R:3:forces:R:3
C -0.732586 -0.868034 1.071499 0.1 0.2 0.0
C 0.116135 -0.066153 0.061356 0.3 0.5 0.1
C 0.442275 -0.931160 -1.175996 0.0 0.2 0.1
C -0.418892 1.399138 -0.254423 -0.1 0.6 0.0
C 1.296084 0.576163 0.660221 2.1 -0.6 1.1
N 2.048649 1.377529 1.034012 0.2 -1.6 0.1
H -0.200635 -1.760556 1.426642 0.0 0.3 -0.1
H -0.990416 -0.256054 1.940327 0.1 -0.1 -0.1
H -1.667028 -1.209551 0.605771 0.3 0.2 0.0
H 1.017354 -1.824586 -0.899959 -0.1 0.2 0.0
H 1.023417 -0.367382 -1.911039 -0.1 0.0 0.1
H -0.479277 -1.276850 -1.663886 0.1 0.2 0.2
H 0.409591 2.063920 0.182252 -2.6 -0.1 -1.4
H -1.365807 1.587989 0.256022 0.0 0.0 -0.2
H -0.498864 1.555585 -1.332797 -0.2 0.0 0.1
```
Forces are in eV/Å.

Summary:
Orbital gap, Ha: 0.4118
Energy relative to the best compared isomer or geometry (same formula, charge and spin), kJ/mol: 127.0
DFT total energy, a.u.: -250.6186
LUMO level, hartree: 0.0283
2S+1: 1

Formula: C5H9N
Source: OMol25
Level of theory: ωB97M-V/def2-TZVPD

Geometry as XYZ:
```
15
Properties=species:S:1:pos:R:3:forces:R:3
C -1.025342 2.240002 -0.247635 -0.6 -0.1 -1.0
C 0.059451 1.626625 0.200253 0.8 1.1 1.1
C 0.339359 0.181246 0.287368 -0.4 0.2 -0.5
N 0.364931 -0.278135 1.578795 -0.4 -0.4 0.5
C 0.461188 -0.591361 -0.812442 -0.1 0.2 0.6
C 0.172797 -2.058274 -0.793092 0.8 -0.8 -0.7
H -1.874116 1.763491 -0.735557 0.3 -0.4 0.0
H -1.126515 3.321209 -0.234460 0.2 -0.1 0.4
H 0.700659 2.294068 0.791636 0.3 -0.3 -0.3
H 0.455024 -1.260687 1.762699 0.1 0.1 0.0
H 0.267534 0.334210 2.371006 -0.2 -0.1 -0.3
H 0.932621 -0.103593 -1.655369 -0.8 0.0 -0.5
H -0.884352 -2.295823 -0.679802 -0.1 0.2 0.4
H 0.403558 -2.517040 -1.758635 0.2 0.2 0.0
H 0.753205 -2.655938 -0.074766 -0.1 0.2 0.1
```
Forces are in eV/Å.

Summary:
Orbital gap, Ha: 0.3160
Energy relative to the best compared isomer or geometry (same formula, charge and spin), kJ/mol: 156.6
DFT total energy, a.u.: -250.6073
LUMO level, hartree: 0.0398
2S+1: 1